The following is a DFT calculation (ωB97M-V/def2-TZVPD) of 19 unconnected molecules or ions with the total composition C25H87INO19.

```
133
Properties=species:S:1:pos:R:3:forces:R:3:mulliken_charge:R:1
C 2.6357 -1.9764 0.4825 0.3 -0.1 -0.2 -1.486
C 2.6782 -1.3823 -0.9523 0.0 -0.6 0.9 0.091
C 1.4991 -0.4453 -1.3166 0.1 -0.8 -0.3 -0.003
C 1.1679 0.6059 -0.2400 0.9 0.8 -0.7 -0.677
N -0.3100 0.6810 0.1014 0.4 -0.4 -0.4 -0.418
I -0.7144 2.5005 1.0106 -0.2 0.1 0.2 0.396
C -0.8224 -0.5282 0.8270 -2.1 -0.8 -1.1 -0.127
C -2.1044 -0.9937 0.0168 -1.0 -1.7 -1.2 0.526
C -2.3296 -2.5999 0.0354 1.6 1.3 1.2 -1.114
O -1.8135 -1.6825 -1.1587 1.5 2.2 2.1 -0.306
H 3.4840 -2.6791 0.5771 -0.4 0.3 0.0 0.435
H 2.8019 -1.2119 1.2602 -0.2 -0.4 -0.3 0.278
H 1.7310 -2.5801 0.6903 0.2 0.4 -0.1 0.274
H 3.6441 -0.8731 -1.0832 -0.5 -0.1 0.0 -0.127
H 2.6885 -2.2471 -1.6396 -0.1 0.6 0.0 0.420
H 0.6188 -1.0781 -1.5594 0.2 0.3 0.3 0.386
H 1.7712 0.0378 -2.2732 -0.3 0.1 0.5 0.046
H 1.7347 0.5067 0.6982 -0.3 -0.1 -0.3 0.508
H 1.4042 1.6002 -0.6609 -0.1 -0.4 0.4 0.048
H -0.7873 0.6936 -0.8083 0.1 0.1 0.2 0.518
H -1.1635 -0.3351 1.8509 0.7 0.2 -0.2 0.433
H -0.1039 -1.3510 0.7221 0.0 0.5 0.3 -0.207
H -3.0102 -0.3554 0.0717 0.5 -0.4 -0.2 0.413
H -1.7713 -3.4069 -0.4774 -2.1 -1.0 0.1 0.380
H -1.5962 -2.6240 0.9231 0.6 -0.4 -1.0 0.154
C 4.7628 1.3183 0.9938 0.1 -0.1 0.5 -0.367
O 4.4559 0.2762 1.9199 0.1 0.0 -0.2 -0.488
H 4.3303 1.0646 0.0252 0.0 0.0 0.0 -0.106
H 4.3412 2.2587 1.3385 0.0 0.0 -0.2 0.289
H 5.8485 1.4156 0.8891 0.0 0.1 -0.2 0.524
H 4.8546 0.5394 2.7584 -0.2 0.0 0.1 0.227
C 3.6292 -0.8712 -4.4790 0.4 0.2 0.1 -0.782
O 4.3315 -0.4953 -3.3015 -0.2 0.0 -0.1 -0.186
H 2.5829 -1.0441 -4.2290 0.0 0.0 0.1 0.306
H 3.6937 -0.0699 -5.2198 -0.1 -0.1 -0.1 0.304
H 4.0539 -1.7903 -4.8877 -0.2 0.0 -0.2 0.302
H 5.2504 -0.3511 -3.5547 0.2 0.1 0.2 0.158
C 7.0679 -2.2647 -4.7740 0.4 0.0 0.2 -0.579
O 7.4409 -1.0445 -4.1304 -0.2 0.0 -0.1 -0.450
H 6.0983 -2.1236 -5.2426 0.1 0.1 0.0 0.128
H 7.8019 -2.5254 -5.5391 -0.1 -0.1 0.0 0.329
H 7.0005 -3.0665 -4.0350 -0.1 -0.1 -0.1 0.277
H 8.3009 -1.1858 -3.7219 -0.1 0.1 0.0 0.284
C -3.6734 -6.2014 0.0591 -0.1 0.0 0.4 -0.446
O -2.7982 -5.7283 1.0836 0.1 0.1 0.0 -0.496
H -3.2020 -6.0286 -0.9059 0.1 0.0 0.1 0.263
H -3.8537 -7.2697 0.1865 -0.1 0.0 -0.2 0.143
H -4.6207 -5.6595 0.1003 -0.1 -0.1 -0.2 0.271
H -3.2328 -5.8898 1.9267 0.1 0.0 0.0 0.279
C 3.2169 4.7549 -0.8692 0.0 0.2 0.4 -0.601
O 3.9179 4.0857 0.1753 0.0 0.1 0.1 -0.322
H 2.8010 4.0050 -1.5354 0.1 0.0 0.0 0.083
H 2.4060 5.3553 -0.4436 0.0 0.1 -0.1 0.341
H 3.8987 5.3953 -1.4304 -0.2 0.0 -0.2 0.311
H 4.2859 4.7610 0.7632 0.0 0.0 -0.1 0.189
C 3.1987 3.1124 -4.8927 0.2 -0.1 0.3 -0.453
O 3.7080 3.5149 -3.6223 -0.1 -0.1 -0.1 -0.294
H 2.3860 3.7814 -5.1669 0.1 0.0 0.0 0.267
H 3.9870 3.1746 -5.6465 -0.1 -0.1 -0.1 0.261
H 2.8199 2.0875 -4.8341 0.0 0.0 -0.2 0.066
H 4.4275 2.9095 -3.3989 0.1 0.1 -0.1 0.266
C -5.4436 -9.5794 1.1598 -0.3 -0.1 -0.2 -0.608
O -6.2438 -8.7639 0.3075 0.1 0.0 0.0 -0.451
H -4.7233 -8.9427 1.6697 0.0 0.0 0.0 0.202
H -6.0714 -10.0776 1.9027 0.1 -0.1 0.1 0.276
H -4.9080 -10.3276 0.5712 0.1 0.0 0.1 0.315
H -6.8727 -9.3456 -0.1330 0.0 0.1 0.0 0.259
C -3.3542 5.4160 0.1293 0.3 -0.1 0.1 -0.506
O -2.8451 5.8042 1.4033 -0.1 0.0 0.0 -0.461
H -4.1880 6.0673 -0.1182 0.0 0.0 0.1 0.249
H -2.5792 5.5197 -0.6350 -0.1 0.0 -0.1 0.261
H -3.7060 4.3807 0.1621 -0.1 0.0 -0.2 0.217
H -2.1085 5.2225 1.6129 -0.1 0.2 0.1 0.213
C 6.7925 6.0597 2.1795 -0.2 0.2 0.2 -0.366
O 5.4648 6.5363 1.9806 -0.2 -0.5 -0.2 -0.424
H 7.2177 5.7982 1.2126 -0.1 0.0 0.0 0.260
H 7.4016 6.8391 2.6426 0.1 -0.1 0.0 0.312
H 6.7761 5.1751 2.8177 0.3 0.0 -0.1 -0.030
H 5.1099 6.7643 2.8471 0.0 0.3 -0.1 0.239
C 7.7102 1.6948 -2.4737 -0.2 0.1 0.2 -0.655
O 6.3403 2.0427 -2.6799 -0.1 0.0 0.0 -0.454
H 8.1782 1.5334 -3.4412 -0.1 0.0 0.0 0.250
H 8.2267 2.5052 -1.9540 0.1 -0.1 0.0 0.326
H 7.7728 0.7761 -1.8850 0.2 0.0 0.0 0.213
H 5.9476 2.1794 -1.8102 0.0 0.0 0.0 0.180
C -8.6218 -7.0013 1.8629 -0.1 0.2 -0.3 -0.374
O -9.9618 -7.3661 1.5321 0.0 0.1 0.0 -0.515
H -8.3444 -7.4980 2.7914 -0.1 0.0 0.0 0.030
H -7.9466 -7.3188 1.0692 0.2 0.1 0.2 0.264
H -8.5572 -5.9194 1.9984 0.1 0.0 0.1 0.278
H -10.1875 -6.9156 0.7085 -0.1 0.1 0.1 0.242
C 4.6070 9.9612 2.0856 0.2 0.2 0.2 0.045
O 5.3390 9.3277 3.1305 0.0 -0.2 0.1 -0.489
H 4.1835 9.1928 1.4422 0.1 -0.1 0.1 0.208
H 3.8024 10.5637 2.5104 0.0 0.0 -0.2 -0.285
H 5.2752 10.5960 1.4989 -0.2 0.0 -0.1 0.304
H 5.7049 10.0234 3.6864 -0.1 -0.1 0.0 0.276
C 6.0417 3.1154 4.1485 -0.1 -0.1 0.3 -0.475
O 5.0375 2.1436 4.4164 -0.1 -0.2 -0.2 -0.502
H 6.2182 3.1394 3.0755 -0.1 -0.1 0.0 0.069
H 5.6958 4.0972 4.4806 0.2 0.1 -0.1 0.303
H 6.9704 2.8550 4.6614 0.1 0.1 -0.1 0.356
H 4.8838 2.1298 5.3665 0.0 -0.1 -0.1 0.276
C 1.7671 11.8802 3.7944 -0.1 0.0 0.5 -0.548
O 2.6838 12.3544 4.7742 0.1 0.0 -0.1 -0.508
H 2.2187 11.9969 2.8125 0.0 0.1 0.1 0.161
H 1.5515 10.8224 3.9699 -0.1 0.0 -0.2 0.256
H 0.8426 12.4612 3.8357 -0.1 -0.1 -0.2 0.296
H 2.2687 12.2442 5.6354 0.1 0.1 0.0 0.299
C 1.6332 6.8108 -6.8101 0.1 0.0 0.3 -0.557
O 1.3487 5.7874 -5.8592 -0.1 0.0 0.0 -0.481
H 1.1966 6.5247 -7.7639 0.0 -0.1 0.1 0.214
H 1.1976 7.7584 -6.4851 0.0 0.1 -0.2 0.258
H 2.7134 6.9246 -6.9286 0.0 0.1 -0.1 0.264
H 1.7424 6.0586 -5.0233 0.0 -0.1 -0.1 0.278
C -12.4293 -5.2474 0.0067 0.1 0.0 -0.3 -0.584
O -11.1885 -4.6513 -0.3748 0.1 -0.1 0.1 -0.517
H -12.4435 -5.3511 1.0890 0.1 0.0 0.0 0.234
H -13.2635 -4.6156 -0.3055 -0.1 -0.1 0.1 0.300
H -12.5206 -6.2352 -0.4521 -0.2 0.0 0.1 0.281
H -11.1923 -4.5681 -1.3337 0.0 0.0 0.1 0.301
C -8.1285 -9.3200 5.4225 -0.3 0.1 -0.3 -0.406
O -9.4631 -9.6888 5.0992 0.1 0.0 0.1 -0.500
H -7.8490 -9.8154 6.3494 -0.1 0.0 0.0 0.267
H -7.4492 -9.6379 4.6254 0.2 0.1 0.1 0.105
H -8.0625 -8.2367 5.5593 0.2 0.0 0.1 0.234
H -9.6993 -9.2446 4.2779 -0.1 -0.1 0.1 0.297
C -10.6810 -10.5629 0.2868 0.0 0.4 0.3 -0.505
O -11.4550 -9.6311 1.0219 0.0 -0.2 0.0 -0.521
H -11.3431 -11.3350 -0.1002 0.0 0.0 0.0 0.247
H -10.1844 -10.0638 -0.5531 0.1 -0.2 -0.1 0.225
H -9.9309 -11.0276 0.9351 0.1 -0.1 -0.1 0.204
H -10.8475 -8.9523 1.3574 -0.2 0.0 -0.1 0.432
```
Positions in Å, forces in eV/Å.

Properties
HOMO energy   -10.850 eV
Max |F|   3.36 eV Å⁻¹
Frontier orbital gap   5.90 eV
2S+1   1
Total charge   +1
Total energy   -75808.360 eV

=====

The following is a DFT calculation (ωB97M-V/def2-TZVPD) of a molecular structure, C3H12NO4.

```
20
Properties=species:S:1:pos:R:3:forces:R:3:mulliken_charge:R:1
N 0.5605 -1.8540 -0.1057 0.4 -0.9 0.7 -0.769
C -0.0422 -1.1032 0.9799 0.1 2.5 -0.9 -0.020
C -1.5832 -1.2190 0.9232 1.3 -1.6 0.8 -0.761
O -2.2447 -0.5841 -0.1286 0.3 0.3 -0.3 -0.548
C 0.4693 0.4557 0.9421 -1.4 0.2 -0.2 -0.511
O 1.1084 0.8970 -0.2231 0.5 -1.3 1.0 -0.885
H 0.0485 -1.7195 -0.9611 -0.1 0.3 -0.2 0.326
H 1.4964 -1.4995 -0.2654 -0.1 0.1 -0.2 0.303
H 0.2852 -1.4361 1.9609 0.0 -0.6 0.1 0.362
H -1.7567 -2.3159 0.9168 -0.1 0.1 -0.5 0.295
H -1.9494 -0.9922 1.9286 -0.4 1.0 -0.3 0.357
H -1.6160 -0.4012 -0.8657 -0.2 0.1 0.4 0.414
H -0.4098 1.1091 1.0693 -0.4 -0.3 0.1 0.290
H 1.0113 0.6596 1.8799 0.6 -0.2 -0.3 0.347
H 0.3790 -0.0917 -2.8099 -0.7 0.5 0.5 0.250
H 0.4852 0.5965 -1.3015 -0.7 0.2 -0.3 0.401
O -0.1848 0.4379 -2.2052 0.7 -0.9 -0.4 -0.824
H 0.9958 2.3570 -0.2673 0.4 1.1 0.3 0.506
H 1.7450 3.3145 -1.1299 0.0 0.4 0.0 0.254
O 1.2021 3.3891 -0.3373 -0.2 -0.8 -0.3 -0.786
```
Positions in Å, forces in eV/Å.

Properties
HOMO energy   -4.778 eV
Max |F|   2.67 eV Å⁻¹
Frontier orbital gap   8.74 eV
2S+1   1
Total charge   -1
Total energy   -12986.220 eV

=====

The following is a DFT calculation (ωB97M-V/def2-TZVPD) of a single C4H8N2O molecule.

```
15
Properties=species:S:1:pos:R:3:forces:R:3:mulliken_charge:R:1
C 0.5707 1.4314 -0.1223 0.0 0.1 0.0 -1.514
C 0.6421 -0.0534 0.2543 0.1 0.0 -0.3 1.319
O 0.6484 -0.2167 1.6536 -0.2 0.0 0.1 -0.583
C 1.8692 -0.6699 -0.2933 0.8 -0.4 -0.4 -0.168
N 2.7538 -1.1909 -0.8233 -0.7 0.5 0.5 -0.449
C -0.5304 -0.8342 -0.3712 0.1 -0.1 -0.2 -0.814
N -1.7823 -0.3171 0.1683 -0.2 -0.1 -0.3 -0.540
H 1.4012 1.9729 0.3355 -0.1 -0.1 0.0 0.364
H -0.3703 1.8434 0.2584 0.2 -0.1 -0.1 0.379
H 0.6086 1.5752 -1.2076 0.0 -0.1 0.2 0.336
H -0.2678 -0.0360 1.9225 0.1 0.0 0.0 0.420
H -0.4122 -1.9053 -0.1806 0.1 0.2 0.1 0.412
H -0.4940 -0.6801 -1.4556 0.1 -0.2 0.1 0.383
H -2.4043 -1.0555 0.4760 0.1 0.0 0.0 0.219
H -2.2330 0.1361 -0.6146 -0.4 0.3 0.4 0.237
```
Positions in Å, forces in eV/Å.

Properties
HOMO energy   -10.318 eV
Max |F|   1.00 eV Å⁻¹
Frontier orbital gap   10.92 eV
2S+1   1
Total energy   -9304.942 eV

=====

The following is a DFT calculation (ωB97M-V/def2-TZVPD) of a single C3HN3O6 molecule.

```
13
Properties=species:S:1:pos:R:3:forces:R:3:mulliken_charge:R:1
O -0.0998 2.4963 -0.9903 0.4 0.1 0.8 -0.543
C 0.0057 1.4420 -0.4327 0.1 -1.4 -0.7 0.759
C 0.8835 0.8073 0.5926 -0.9 -0.2 -0.1 -0.553
C 0.5434 -0.4982 0.7605 0.7 2.2 -1.2 -0.005
N 1.2103 -1.4480 1.7541 -0.9 0.9 -1.1 1.032
O 2.0714 -0.9438 2.4146 0.5 0.5 0.2 -0.542
O 0.8151 -2.5692 1.8145 -0.5 -0.9 -0.3 -0.528
O -0.3813 -0.8848 -0.1740 0.5 -0.3 1.7 -0.329
N -0.7642 0.3072 -0.7871 0.0 -0.7 0.4 0.323
N -1.7540 0.0250 -1.7930 2.3 -0.1 2.3 1.029
O -2.0758 0.9330 -2.4298 -1.2 2.6 -2.0 -0.562
O -2.0502 -1.0990 -1.7733 -1.7 -2.9 -0.9 -0.563
H 1.5958 1.4322 1.0439 0.9 0.1 0.9 0.483
```
Positions in Å, forces in eV/Å.

Properties
HOMO energy   -10.913 eV
Max |F|   3.50 eV Å⁻¹
Frontier orbital gap   9.23 eV
2S+1   1
Total energy   -19872.653 eV

=====

The following is a DFT calculation (ωB97M-V/def2-TZVPD) of 2 unconnected molecules or ions with the total composition C5H13NS.

```
20
Properties=species:S:1:pos:R:3:forces:R:3:mulliken_charge:R:1
C 2.1721 2.4912 1.4786 0.9 0.4 0.4 -0.634
C 0.7263 0.8425 2.2279 0.3 1.5 0.9 -0.255
N 1.6734 1.7955 2.6228 -0.9 0.2 -1.0 -0.331
H 2.5242 1.7929 0.7068 0.0 -0.2 -0.1 0.266
H 3.0005 3.1387 1.7716 -0.1 -0.1 -0.1 0.296
H 1.4093 3.0961 0.9675 -0.3 -0.2 0.1 0.327
H 0.2395 0.9973 1.2751 0.2 -0.4 -0.6 0.153
H 0.0364 0.5709 3.0249 0.4 -0.5 0.1 0.302
H 1.6968 0.2123 2.2240 -0.7 -1.0 -0.5 0.279
C -2.1165 -1.6184 -0.5512 0.4 -0.2 0.0 -0.841
C -1.6476 -1.2924 -1.9657 -0.2 0.4 0.3 -0.368
C -0.1241 -1.2821 -2.1409 -0.1 -0.1 0.0 -0.674
S 0.7385 -0.1869 -0.9915 0.1 0.5 0.4 -0.380
H -1.8970 -2.6607 -0.3018 -0.2 0.0 0.0 0.295
H -3.1745 -1.4102 -0.4020 -0.1 -0.1 -0.1 0.325
H -1.5431 -1.0283 0.1595 0.0 0.2 0.1 0.072
H -2.1280 -1.9672 -2.6789 0.2 -0.1 -0.1 0.311
H -1.9999 -0.2860 -2.2197 0.0 -0.1 0.0 0.254
H 0.1054 -0.9218 -3.1454 0.1 -0.1 0.0 0.284
H 0.3082 -2.2833 -2.0615 -0.1 0.0 0.1 0.319
```
Positions in Å, forces in eV/Å.

Properties
HOMO energy   -7.076 eV
Max |F|   1.77 eV Å⁻¹
Frontier orbital gap   3.97 eV
2S+1   1
Total energy   -17715.444 eV

=====

The following is a DFT calculation (ωB97M-V/def2-TZVPD) of a molecular structure, C8H16ClIrO4S4.

```
34
Properties=species:S:1:pos:R:3:forces:R:3:mulliken_charge:R:1
Ir 0.9597 0.4005 0.6189 0.2 0.1 0.1 1.346
C -0.8793 -2.3440 0.4152 0.1 0.1 0.0 -0.510
C 0.5247 -2.9098 0.2554 -0.1 0.0 0.0 -0.794
S 1.7868 -1.6527 -0.1688 0.1 -0.1 0.0 0.080
C 1.7617 -1.5007 -1.9842 0.0 0.1 -0.1 -0.823
C 0.5585 -0.7309 -2.4998 0.0 0.0 0.1 -0.539
S 0.5835 0.8792 -1.6464 -0.2 -0.2 0.0 0.028
C -1.1204 1.5095 -1.7048 0.0 0.0 0.1 -0.510
C -1.1849 2.6342 -0.6812 0.0 0.0 -0.1 -0.794
S -0.5438 2.1714 0.9704 0.0 0.1 0.1 0.080
C -1.9430 1.4250 1.8673 0.0 -0.1 0.0 -0.823
C -2.2673 0.0177 1.3977 0.1 0.0 -0.1 -0.539
S -0.7234 -0.9377 1.5561 -0.2 0.0 -0.2 0.028
H -1.5329 -3.0912 0.8707 0.0 0.0 0.1 0.544
H -1.3246 -1.9989 -0.5164 0.0 -0.1 0.0 0.211
H 0.5717 -3.6819 -0.5151 0.0 0.0 0.0 0.515
H 0.8868 -3.3527 1.1860 0.0 0.0 0.0 0.475
H 1.8191 -2.5110 -2.3957 0.0 0.0 0.0 0.541
H 2.7020 -0.9977 -2.2260 0.0 0.0 0.0 0.457
H -0.3922 -1.2276 -2.3115 0.0 0.0 0.0 0.288
H 0.6576 -0.5439 -3.5712 0.0 0.0 0.0 0.540
H -1.8098 0.6908 -1.5048 0.0 0.1 0.0 0.211
H -1.3116 1.9041 -2.7051 0.1 0.0 0.0 0.544
H -2.2032 3.0010 -0.5370 0.0 0.0 0.0 0.515
H -0.5693 3.4851 -0.9812 0.0 0.0 0.0 0.475
H -2.7923 2.1048 1.7681 0.0 0.0 -0.1 0.541
H -1.6326 1.4440 2.9155 0.0 0.0 0.0 0.457
H -2.6205 -0.0297 0.3686 0.0 0.0 0.0 0.288
H -3.0127 -0.4390 2.0524 0.0 0.0 0.0 0.540
O 3.0884 2.5417 2.6306 0.0 0.1 0.0 -0.377
Cl 3.1210 1.3027 2.0127 -0.1 0.0 -0.1 1.562
O 4.2645 0.5276 2.1114 0.0 0.0 0.0 -0.377
O 1.8682 0.4595 2.4491 0.1 0.1 -0.1 -0.590
O 2.7096 1.4509 0.5029 0.0 0.0 0.2 -0.590
```
Positions in Å, forces in eV/Å.

Properties
HOMO energy (spin up / spin down)   -20.920 / -21.651 eV
Max |F|   0.24 eV Å⁻¹
Frontier orbital gap (spin up / spin down)   8.86 / 7.08 eV
2S+1   2
Total charge   +3
Total energy   -75410.313 eV